# 1
Computed, not measured: one molecule with the formula C22H18Br2FN3O3S, with the ωB97M-V functional and the def2-TZVPD basis.

Atoms and positions in Å:
Br 5.84439 -0.75766 3.85153
Br 0.55406 1.88577 1.88556
S -5.37788 1.94464 0.19331
F 3.43181 2.32208 -2.90840
O -5.46301 2.11784 -1.18250
O -4.48531 2.81542 0.85311
O 1.78387 -0.02478 -2.72064
N 1.34350 0.73666 -0.69785
N 4.01566 -1.72632 -1.91885
N -6.77753 2.44513 0.88627
C -2.13133 -0.33853 -1.08620
C 5.11456 0.10294 1.10827
C 4.50580 -1.47737 -0.64246
C 4.77949 -0.18631 -0.29187
C -5.25632 0.15672 0.68072
C 5.78106 1.88564 -1.32237
C 4.51622 0.92793 -1.19611
C -0.60314 0.99589 0.62613
C -0.79733 -0.07663 -1.42525
C -6.43769 -1.85728 1.50842
C -5.22297 -2.63771 1.20367
C -6.45391 -0.50478 1.21514
C -4.06455 -0.56582 0.44935
C 2.19751 0.63478 -1.73997
C 3.35819 1.33366 -1.91069
C 4.64446 -2.49273 0.23698
C -1.91558 0.79584 0.86912
C 5.02391 -2.28901 1.53180
C -4.08997 -1.90780 0.75645
C -0.03382 0.49979 -0.47716
C 5.22472 -0.97612 2.01504
C -2.71044 -0.03263 0.09359
H -7.09988 3.13492 0.19442
H -2.58262 -0.98100 -1.91856
H 3.50459 -2.61620 -2.10444
H -2.34798 1.24536 1.74101
H 4.32455 -3.44960 -0.09700
H -7.24843 -2.29742 2.02247
H 5.52019 2.81940 -1.88994
H -0.56143 -0.14772 -2.48755
H -5.18689 -3.74601 1.49283
H -6.55017 2.89783 1.79278
H 3.68406 -0.94589 -2.49075
H 5.04306 -3.19767 2.09005
H 6.50936 1.39024 -1.99371
H -3.19918 -2.41546 0.66659
H 5.29949 1.21805 1.50871
H 1.71783 1.29889 0.01531
H -7.40576 0.01655 1.34970
H 6.28082 2.02643 -0.33608

The calculation puts the relative energy (zero: lowest compared OMol25 entry of this formula, charge and spin) at 2.8972 eV. The value obtained for the strongest force on any atom is 0.173 hartree/bohr. For the energy, the calculation gives -6885.0833 Eh. The structure (SMILES) is C/C(=C(\F)C(=O)Nc1ccc(-c2ccccc2S(N)(=O)=O)cc1Br)c1cc(Br)ccc1N.

Atom charges from the Mulliken analysis, given in e for atoms 1 to 6: atom 1 (Br): -0.22, atom 2 (Br): -0.28, atom 3 (S): 1.34, atom 4 (F): -0.35, atom 5 (O): -0.65, atom 6 (O): -0.65

---

# 2
Computed, not measured: C20H30BrCoO10 as an isolated structure, with the ωB97M-V functional and the def2-TZVPD basis.

Atoms and positions in Å:
Br -21.32475 -0.93364 -25.17548
Co -19.26359 -2.12411 -25.69284
O -20.96970 -4.40989 -28.43860
O -18.87847 -1.26662 -27.55671
O -16.25114 0.76723 -25.28136
O -17.31713 -3.12895 -26.02515
O -19.34675 -0.00735 -29.32124
O -17.95048 -0.60132 -24.88000
O -19.06678 -3.00042 -23.76984
O -18.24152 -5.06494 -23.58672
O -15.96572 -3.34105 -27.77238
O -19.99594 -3.90553 -26.51431
C -18.95321 -4.01693 -23.14145
C -14.98599 -4.25378 -28.28689
C -17.08315 -0.06792 -28.70881
C -14.76512 -5.34095 -27.21388
C -22.48221 -6.11678 -27.81100
C -18.96740 -5.63970 -21.36620
C -18.50314 -0.52114 -28.42695
C -18.01882 -6.01466 -22.52593
C -15.86729 2.12224 -24.97941
C -15.90021 -5.09269 -26.20967
C -17.33734 1.13212 -29.61809
C -19.61523 -4.35199 -21.83460
C -16.78171 2.58415 -23.84650
C -20.74305 -4.61154 -27.14975
C -18.59329 0.68365 -30.34025
C -21.55794 -5.77062 -26.63562
C -16.48651 -3.76459 -26.61229
C -18.01634 1.69443 -24.05457
C -17.46084 0.48788 -24.76240
C -21.77594 -5.48434 -28.99228
H -16.00801 2.74432 -25.86432
H -17.55279 2.00631 -28.99795
H -15.39066 -4.68878 -29.20057
H -15.56680 -5.04355 -25.17810
H -17.05731 3.63219 -23.96425
H -14.80560 -6.33119 -27.65554
H -19.15734 1.51202 -30.75212
H -21.11929 -6.14521 -29.55559
H -19.69863 -6.43109 -21.22502
H -14.81503 2.11840 -24.71192
H -23.45868 -5.66809 -27.64318
H -16.34703 2.50194 -22.85265
H -19.58419 -3.52412 -21.13120
H -22.62076 -7.19268 -27.87517
H -18.18211 -7.01102 -22.93158
H -22.06820 -5.47938 -25.72014
H -18.55101 1.42524 -23.15182
H -16.70501 -5.82490 -26.28342
H -20.87709 -6.58427 -26.37084
H -20.67354 -4.50121 -22.06048
H -14.07766 -3.71139 -28.53063
H -16.51522 1.42264 -30.27083
H -13.80895 -5.20768 -26.71303
H -18.36370 -0.06137 -31.10265
H -18.68841 2.18889 -24.75985
H -16.54400 0.13528 -27.78856
H -22.46987 -5.02940 -29.69502
H -18.39371 -5.53937 -20.44945
H -16.61270 -0.91005 -29.22525
H -16.96682 -5.95161 -22.24457

The calculation puts the relative energy (zero: lowest compared OMol25 entry of this formula, charge and spin) at 0.0000 eV. As for the charge: +1. The value obtained for the strongest force on any atom is 0.017 hartree/bohr. For the energy, the calculation gives -5489.2243 Eh. Its multiplicity is 4.

Atom charges from the Mulliken analysis, given in e for atoms 1 to 6: atom 1 (Br): -0.67, atom 2 (Co): 1.63, atom 3 (O): -0.33, atom 4 (O): -0.24, atom 5 (O): -0.36, atom 6 (O): -0.19

---

# 3
Computed, not measured: C31H39AsGeN2OSSi2Sn as an isolated structure, with the ωB97M-V functional and the def2-TZVPD basis.

Atoms and positions in Å:
Sn -0.99432 -0.21319 0.40558
As 0.91828 0.87283 2.39423
Ge -0.01004 0.48028 -2.80927
S 1.85560 -3.79069 -0.36670
Si 1.01291 3.10767 1.78388
Si -0.43893 0.93708 4.26650
O -4.97441 1.53536 1.44414
N -2.65539 0.98893 1.31259
N 1.62415 -2.62875 2.00078
C -1.51889 -0.60773 4.35235
C 1.76455 -3.79515 1.29562
C -1.59596 2.41690 4.41367
C -0.57639 1.11048 -1.15196
C -3.81168 1.24696 1.35965
C -0.47319 -2.35053 -3.59836
C 2.58007 -0.08915 -1.55625
C -0.91629 -1.03579 -3.75012
C -2.30783 -3.18873 -4.91472
C 0.10027 3.24998 -3.72940
C 1.82478 -4.96742 2.11519
C -0.04875 1.70858 -5.54793
C 3.90239 -0.50862 -1.47172
C -0.00253 1.92873 -4.17139
C 1.57503 -2.53393 3.34499
C 0.15548 4.30970 -4.62628
C 1.77206 -4.89247 3.47229
C 0.00555 2.76298 -6.45372
C 3.85246 -1.10530 -3.79637
C 1.65340 -3.64391 4.12556
C 0.10871 4.06906 -5.99421
C 4.54347 -1.01497 -2.59321
C 1.79366 4.16958 3.15229
C -2.08331 -0.83111 -4.48940
C 2.52875 -0.69046 -3.86744
C -2.77092 -1.88782 -5.07259
C -1.15931 -3.41711 -4.16929
C 0.59211 0.93713 5.86585
C -0.63481 3.91177 1.34994
C 2.13466 3.22688 0.28194
C 1.86891 -0.17374 -2.75148
H -3.67455 -1.69822 -5.64218
H -0.13598 0.69349 -5.92302
H -2.26520 2.45156 3.55282
H 1.37297 0.17362 5.83395
H 1.81938 5.22622 2.85938
H 2.81755 3.83827 3.34381
H -0.46045 4.74835 0.66376
H 3.12636 2.81687 0.49011
H -0.03569 0.75392 6.74633
H -1.29844 3.19573 0.86175
H 1.08843 1.90398 5.99255
H -0.03411 2.56432 -7.51966
H -0.93277 -1.52996 4.30207
H -2.84592 -4.01860 -5.35960
H -2.22358 -0.61228 3.51860
H -1.04607 3.35980 4.46951
H 1.47322 -1.52138 3.71343
H 5.57317 -1.34866 -2.52983
H -2.19926 2.32032 5.32401
H 0.23510 5.32644 -4.25718
H 2.07792 0.31154 -0.68002
H 1.60750 -3.55817 5.20063
H 0.41720 -2.55098 -3.01041
H 2.24748 4.26787 -0.04234
H 0.14978 4.89398 -6.69689
H -2.46861 0.17764 -4.60685
H -2.08400 -0.61497 5.29167
H 1.67294 2.65498 -0.52912
H 0.13275 3.43677 -2.66019
H 4.42657 -0.44990 -0.52443
H 1.81972 -5.80370 4.05824
H 4.34489 -1.50565 -4.67644
H 1.91413 -5.91257 1.60028
H -0.79834 -4.42882 -4.02117
H 1.50819 -1.76065 1.47592
H 1.99662 -0.77996 -4.81082
H -1.14012 4.29915 2.23750
H 1.23472 4.08939 4.08911
H -1.24218 1.97451 -1.21369

The calculation puts the relative energy (zero: lowest compared OMol25 entry of this formula, charge and spin) at 0.2124 eV. As for the charge: -2. The value obtained for the strongest force on any atom is 0.004 hartree/bohr. For the energy, the calculation gives -6893.7000 Eh.

Atom charges from the Mulliken analysis, given in e for atoms 1 to 6: atom 1 (Sn): -0.01, atom 2 (As): -0.10, atom 3 (Ge): 1.56, atom 4 (S): -0.37, atom 5 (Si): 0.30, atom 6 (Si): 0.83

---

# 4
Computed, not measured: one molecule with the formula C5H10O, with the ωB97M-V functional and the def2-TZVPD basis.

Atoms and positions in Å:
O -0.03827 0.59251 1.10927
C -0.18504 -0.35113 0.07606
C 0.26895 1.91837 0.78375
C 0.09554 0.17891 -1.36072
C -1.06827 -1.46101 0.70009
C 0.92092 -0.91784 -0.77713
H 1.97903 -0.80904 -0.57746
H 0.61672 -1.88647 -1.16264
H 0.02276 2.51551 1.66285
H -2.11353 -1.52549 0.39407
H -0.60148 -2.44282 0.55878
H -1.05438 -1.28228 1.78433
H -0.51478 0.03096 -2.24769
H 1.33557 2.03336 0.55025
H -0.31861 2.28984 -0.06527
H 0.65487 1.11663 -1.42854

The calculation puts the relative energy (zero: lowest compared OMol25 entry of this formula, charge and spin) at 2.3348 eV. The value obtained for the strongest force on any atom is 0.012 hartree/bohr. For the energy, the calculation gives -271.6668 Eh. The structure (SMILES) is COC1(C)CC1.

Atom charges from the Mulliken analysis, given in e for atoms 1 to 6: atom 1 (O): -0.38, atom 2 (C): 1.10, atom 3 (C): -0.89, atom 4 (C): -0.78, atom 5 (C): -1.25, atom 6 (C): -0.80